Density functional theory data (the ωB97M-V functional and the def2-TZVPD basis) for 2 unconnected molecules or ions with the total composition C2H8N2 in a non-equilibrium geometry.

Summary:
Frontier orbital gap (spin up / spin down) (eV): 9.4 / 9.4
ΔE to the lowest compared entry with this formula, charge and spin (kJ/mol): 330.0
M (u): 60.10
Calculated total energy (eV): -5180.3181
Net charge: 0

Positions of all 12 atoms, in Å:
C1 0.719 -1.084 1.114
C2 -1.083 1.225 -0.542
N1 0.450 -1.133 -0.276
N2 0.265 0.898 -0.870
H1 -0.107 -0.582 1.626
H2 0.731 -2.124 1.461
H3 1.668 -0.610 1.397
H4 -1.425 0.608 0.295
H5 -1.091 2.261 -0.179
H6 -1.802 1.122 -1.360
H7 1.309 -1.259 -0.808
H8 0.365 0.680 -1.857